Entry from the OMol25 dataset: C20H22N2Zn as an isolated structure in a non-equilibrium geometry (ωB97M-V/def2-TZVPD).

```
45
Properties=species:S:1:pos:R:3:forces:R:3
Zn 0.943079 1.447185 0.218648 -0.30 0.15 -0.04
N -0.115117 -0.379578 0.197839 0.07 0.35 -0.84
N 1.486034 0.865782 1.969058 0.34 -0.11 -0.34
C 1.556447 3.169211 -0.927252 -0.92 -0.06 -0.26
C 2.374474 -1.940821 -1.592325 -0.71 0.33 0.36
C -3.011067 -1.038434 0.239147 -0.58 0.42 1.81
C -1.894618 -2.151048 -3.137925 0.28 -0.08 0.62
C 0.053441 -0.957077 1.350666 -1.52 -1.24 -1.35
C -2.674048 -1.960874 -1.995090 1.19 0.26 -1.28
C -0.785405 -0.932247 -0.959531 0.47 -0.15 1.43
C -0.582910 -1.671461 -3.198034 0.32 -0.48 -0.69
C 1.929307 3.996887 0.161448 1.92 -0.24 -0.24
C 1.286133 -0.621809 3.621575 -0.66 -0.82 0.43
C -2.145802 -1.312827 -0.906703 1.23 0.06 -0.65
C 1.489972 -0.747770 -2.088494 1.60 0.40 0.39
C -3.672616 -2.251774 0.886208 1.60 0.47 1.40
C 0.811207 4.299464 0.885563 -1.18 -0.02 0.80
C 0.879946 -0.334272 2.276919 1.71 0.68 3.16
C 0.027421 -1.097405 -2.100374 -0.86 0.62 0.97
C -0.312619 3.681392 0.271158 -0.82 0.54 1.22
C 0.078116 3.046386 -0.884318 3.12 0.50 0.97
C 2.078530 0.417637 4.119411 -0.37 0.32 -2.93
C 2.228016 1.270834 3.008466 -1.03 -0.14 -0.38
H -2.396122 -0.646868 1.037522 -0.01 0.64 0.08
H 2.173182 2.893298 -1.752917 0.27 -0.01 -0.46
H 1.837005 0.116023 -1.432990 -1.03 -0.76 -0.73
H 2.329241 -2.716998 -2.339989 -0.10 -0.55 -0.02
H -3.754187 -0.285462 -0.015076 -0.07 0.17 -0.06
H 2.044407 -2.327210 -0.591541 0.14 0.32 -0.97
H -1.334903 3.616382 0.643152 0.29 0.44 0.01
H 2.534914 0.696329 5.017712 0.40 -0.52 1.41
H 2.773110 2.181704 2.886098 0.27 0.39 0.26
H -2.851470 -2.933837 1.084204 -0.11 -0.74 -0.37
H 1.038162 -1.516585 4.191473 -0.17 0.22 -0.25
H -0.501068 -1.921653 1.545907 0.89 0.88 0.07
H -4.453450 -2.675682 0.346529 -1.15 -0.99 -1.15
H -2.289598 -2.789428 -3.900229 -0.13 0.12 -0.69
H -4.039125 -2.083953 1.904979 -0.19 0.60 -0.25
H -0.521921 2.657060 -1.611112 -1.46 -1.05 -1.85
H 3.416469 -1.651800 -1.500732 0.13 0.20 0.02
H 1.822264 -0.437985 -3.104134 -0.26 -0.37 0.50
H 0.060191 -1.794055 -4.084114 -0.62 -0.15 0.25
H 0.789757 4.817724 1.834537 -0.02 0.03 -0.09
H -3.691678 -2.260621 -1.989864 -0.74 -0.40 0.03
H 2.986900 4.266232 0.414525 -1.23 -0.23 -0.30
```
Positions in Å, forces in eV/Å.

Computed properties:
* multiplicity: 1
* total charge: 0
* ΔE to the lowest compared entry with this formula, charge and spin: 0.000 eV
* E_HOMO: -7.899 eV
* maximum force: 3.662 eV/Å
* gap between HOMO and LUMO: 8.054 eV